Record 1
{"formula": "C31H47N4O3SSiSn", "method": "the ωB97M-V functional and the def2-TZVPD basis", "species": ["Sn", "C", "C", "C", "C", "C", "C", "C", "N", "N", "C", "C", "C", "C", "C", "C", "N", "C", "C", "C", "C", "C", "C", "N", "H", "H", "H", "H", "H", "H", "H", "H", "H", "H", "H", "H", "H", "H", "H", "H", "H", "H", "H", "H", "C", "C", "C", "C", "O", "Si", "S", "O", "C", "C", "C", "C", "O", "C", "C", "C", "C", "H", "H", "H", "H", "H", "H", "H", "H", "H", "H", "H", "H", "H", "H", "H", "H", "H", "H", "H", "H", "H", "H", "H", "H", "H", "H", "H"], "xyz": [[0.682, -0.006, -1.235], [-1.876, 0.582, 0.672], [-2.430, 1.356, -0.530], [-1.566, 2.497, -0.971], [-2.040, 3.804, -1.012], [-1.231, 4.806, -1.522], [0.047, 4.482, -1.953], [0.450, 3.165, -1.858], [-0.340, 2.201, -1.393], [-1.068, -0.592, 0.314], [-1.945, -1.679, -0.114], [-1.233, -2.773, -0.859], [-1.794, -4.042, -0.944], [-1.168, -4.999, -1.721], [0.002, -4.662, -2.384], [0.504, -3.382, -2.227], [-0.103, -2.461, -1.484], [-0.289, -1.070, 1.471], [0.872, -0.162, 1.860], [1.935, -0.880, 2.594], [3.146, -0.316, 2.683], [3.433, 0.856, 1.911], [2.587, 1.158, 0.908], [1.383, 0.523, 0.722], [-1.240, 1.237, 1.271], [-2.711, 0.249, 1.299], [-2.538, 0.689, -1.391], [-3.415, 1.746, -0.276], [-3.039, 4.027, -0.670], [-1.598, 5.818, -1.596], [0.704, 5.235, -2.361], [1.432, 2.847, -2.190], [-2.471, -2.105, 0.751], [-2.705, -1.275, -0.790], [-2.709, -4.260, -0.415], [-1.591, -5.986, -1.815], [0.513, -5.377, -3.006], [1.415, -3.068, -2.717], [-0.939, -1.220, 2.337], [0.138, -2.038, 1.187], [1.674, -1.801, 3.086], [3.939, -0.769, 3.255], [4.346, 1.409, 2.060], [2.824, 1.909, 0.166], [-3.080, 0.086, 7.047], [-2.705, 0.696, 5.693], [-3.044, -0.259, 4.549], [-3.437, 2.026, 5.495], [-1.314, 0.989, 5.720], [0.060, 0.415, 5.084], [0.159, 1.192, 3.065], [1.298, 0.990, 5.929], [1.563, 2.263, 6.512], [0.746, 2.406, 7.796], [3.057, 2.282, 6.840], [1.206, 3.376, 5.533], [0.163, -1.194, 4.971], [0.464, -2.194, 5.951], [-0.676, -3.218, 5.917], [1.785, -2.867, 5.570], [0.587, -1.591, 7.344], [-4.157, -0.041, 7.121], [-2.749, 0.741, 7.850], [-2.605, -0.883, 7.176], [-4.076, -0.592, 4.630], [-2.384, -1.121, 4.580], [-2.906, 0.257, 3.601], [-4.513, 1.879, 5.551], [-3.183, 2.442, 4.524], [-3.135, 2.731, 6.263], [0.983, 1.602, 8.489], [-0.312, 2.368, 7.561], [0.969, 3.357, 8.272], [3.309, 1.444, 7.487], [3.309, 3.209, 7.349], [3.648, 2.206, 5.930], [0.149, 3.316, 5.291], [1.774, 3.267, 4.613], [1.422, 4.344, 5.977], [-0.844, -3.557, 4.897], [-1.594, -2.776, 6.296], [-0.423, -4.074, 6.536], [1.687, -3.428, 4.645], [2.081, -3.552, 6.360], [2.559, -2.113, 5.442], [-0.280, -0.978, 7.562], [1.469, -0.960, 7.389], [0.665, -2.377, 8.090]], "gap_ev": 6.92, "charge": 1, "lumo_energy_ev": -2.629, "largest_force_ev_per_a": 1.0}

Record 2
{"formula": "C38H107N7O17", "method": "the ωB97M-V functional and the def2-TZVPD basis", "species": ["C", "O", "C", "C", "C", "N", "H", "H", "H", "H", "H", "H", "H", "H", "H", "H", "H", "C", "O", "C", "C", "C", "N", "H", "H", "H", "H", "H", "H", "H", "H", "H", "H", "H", "C", "O", "C", "C", "C", "N", "H", "H", "H", "H", "H", "H", "H", "H", "H", "H", "H", "C", "O", "C", "C", "C", "N", "H", "H", "H", "H", "H", "H", "H", "H", "H", "H", "H", "C", "O", "C", "C", "C", "N", "H", "H", "H", "H", "H", "H", "H", "H", "H", "H", "H", "C", "O", "C", "C", "C", "N", "H", "H", "H", "H", "H", "H", "H", "H", "H", "H", "H", "C", "O", "C", "C", "C", "N", "H", "H", "H", "H", "H", "H", "H", "H", "H", "H", "H", "O", "C", "C", "O", "H", "H", "H", "H", "H", "H", "O", "C", "C", "O", "H", "H", "H", "H", "H", "H", "O", "C", "C", "O", "H", "H", "H", "H", "H", "H", "O", "C", "C", "O", "H", "H", "H", "H", "H", "H", "O", "C", "C", "O", "H", "H", "H", "H", "H", "H"], "xyz": [[-4.031, -6.730, -2.262], [-3.734, -5.400, -1.730], [-4.281, -5.182, -0.389], [-3.289, -5.628, 0.674], [-3.618, -4.979, 2.067], [-1.977, -5.154, 0.411], [-3.970, -6.828, -3.346], [-5.026, -7.041, -1.941], [-3.380, -7.496, -1.841], [-4.392, -4.098, -0.356], [-5.298, -5.531, -0.214], [-3.316, -6.699, 0.873], [-3.820, -3.913, 1.960], [-2.778, -5.100, 2.751], [-4.477, -5.451, 2.544], [-1.741, -5.644, -0.441], [-2.173, -4.198, 0.153], [-3.321, 5.674, -5.070], [-2.269, 5.138, -5.833], [-2.249, 5.565, -7.202], [-0.856, 5.206, -7.708], [0.217, 6.016, -6.952], [-0.745, 5.212, -9.151], [-3.230, 6.706, -4.732], [-3.392, 5.103, -4.144], [-4.279, 5.578, -5.582], [-3.077, 5.105, -7.742], [-2.371, 6.632, -7.386], [-0.779, 4.127, -7.575], [-0.062, 6.000, -5.899], [0.169, 7.067, -7.240], [1.231, 5.713, -7.215], [0.033, 4.747, -9.598], [-0.832, 6.155, -9.505], [-2.764, -5.000, 8.530], [-2.693, -3.639, 9.009], [-1.490, -2.889, 8.823], [-1.556, -1.460, 9.476], [-2.608, -0.545, 8.874], [-0.229, -0.807, 9.330], [-2.222, -5.233, 7.614], [-3.806, -5.319, 8.488], [-2.380, -5.777, 9.190], [-0.643, -3.336, 9.343], [-1.162, -2.893, 7.784], [-1.697, -1.592, 10.549], [-2.672, 0.378, 9.449], [-3.594, -1.002, 8.962], [-2.371, -0.330, 7.832], [0.555, -1.425, 9.482], [-0.226, -0.081, 10.031], [3.626, -4.884, -3.060], [3.607, -6.097, -3.890], [4.510, -7.049, -3.375], [4.619, -8.174, -4.432], [5.671, -9.221, -4.069], [4.971, -7.537, -5.682], [4.526, -4.277, -3.160], [3.539, -5.165, -2.011], [2.827, -4.200, -3.344], [5.477, -6.581, -3.192], [4.094, -7.460, -2.455], [3.625, -8.589, -4.599], [6.723, -8.946, -4.153], [5.507, -10.040, -4.769], [5.542, -9.655, -3.077], [5.709, -6.882, -5.468], [4.203, -6.880, -5.699], [1.111, -0.217, 2.020], [0.356, 0.358, 0.919], [1.165, 1.128, 0.072], [0.204, 1.778, -0.953], [-0.649, 0.748, -1.699], [0.811, 2.666, -1.952], [1.639, -1.127, 1.733], [0.377, -0.367, 2.811], [1.837, 0.503, 2.396], [1.734, 1.934, 0.535], [1.916, 0.487, -0.390], [-0.476, 2.375, -0.345], [-1.396, 0.295, -1.047], [-0.054, 0.009, -2.235], [-1.340, 1.218, -2.399], [1.577, 2.165, -2.381], [0.142, 2.751, -2.704], [5.684, 2.900, -5.072], [4.786, 2.418, -6.046], [5.405, 1.894, -7.158], [4.502, 1.734, -8.409], [3.336, 0.771, -8.035], [5.263, 1.169, -9.502], [6.442, 2.157, -4.824], [5.111, 2.990, -4.149], [6.217, 3.801, -5.377], [6.232, 2.463, -7.582], [5.913, 0.953, -6.947], [4.030, 2.680, -8.676], [2.555, 0.796, -8.794], [2.876, 1.021, -7.079], [3.761, -0.228, -7.936], [4.601, 0.795, -10.167], [5.833, 1.843, -9.993], [-5.214, 2.531, 3.059], [-6.349, 2.264, 3.806], [-6.796, 3.352, 4.649], [-8.318, 3.413, 4.371], [-8.657, 3.595, 2.961], [-8.855, 4.529, 5.185], [-4.421, 2.960, 3.673], [-5.541, 3.224, 2.283], [-4.855, 1.591, 2.641], [-6.592, 3.109, 5.692], [-6.269, 4.285, 4.451], [-8.776, 2.478, 4.690], [-8.033, 4.400, 2.571], [-9.669, 3.998, 2.924], [-8.468, 2.733, 2.321], [-8.814, 4.486, 6.193], [-9.863, 4.533, 5.132], [1.774, 7.881, -0.575], [2.216, 8.893, -1.456], [1.070, 9.808, -1.773], [1.539, 10.888, -2.578], [1.527, 7.149, -1.144], [2.974, 9.444, -0.899], [2.590, 8.449, -2.379], [0.629, 10.247, -0.878], [0.221, 9.347, -2.278], [0.743, 11.235, -2.988], [2.318, -11.987, 2.316], [2.792, -10.722, 1.840], [1.606, -9.654, 2.008], [2.167, -8.379, 2.228], [2.173, -12.059, 3.262], [3.768, -10.512, 2.278], [3.124, -10.923, 0.822], [0.995, -9.894, 2.878], [1.043, -9.707, 1.077], [1.455, -7.741, 2.138], [-8.367, 0.568, -2.292], [-8.018, 1.921, -2.599], [-9.275, 2.628, -3.164], [-10.167, 3.175, -2.150], [-9.223, 0.602, -1.859], [-7.633, 2.480, -1.745], [-7.218, 1.888, -3.338], [-9.792, 2.075, -3.948], [-8.906, 3.463, -3.760], [-10.698, 2.420, -1.885], [8.723, 3.861, 3.964], [7.751, 4.872, 4.239], [6.560, 4.788, 3.276], [5.578, 5.830, 3.405], [9.409, 3.904, 4.634], [7.347, 4.923, 5.249], [8.136, 5.881, 4.095], [6.153, 3.786, 3.414], [6.936, 4.670, 2.260], [4.936, 5.733, 2.698], [4.849, -1.840, 8.618], [5.797, -0.805, 8.833], [5.751, 0.328, 7.742], [4.725, 1.183, 7.910], [4.905, -2.463, 9.347], [5.710, -0.340, 9.815], [6.829, -1.154, 8.844], [5.731, -0.097, 6.739], [6.667, 0.918, 7.772], [3.963, 0.612, 8.038]], "gap_ev": 9.37, "charge": 0, "lumo_energy_ev": 0.210, "largest_force_ev_per_a": 3.2, "e_above_lowest_kj_mol": 542.9}

Record 3
{"formula": "C43H54BEuN11S3", "method": "the ωB97M-V functional and the def2-TZVPD basis", "species": ["Eu", "C", "C", "C", "C", "N", "N", "B", "N", "N", "C", "C", "C", "C", "C", "S", "C", "C", "C", "C", "N", "N", "C", "C", "C", "C", "C", "S", "C", "C", "C", "C", "C", "S", "C", "C", "C", "C", "H", "H", "H", "H", "H", "H", "H", "H", "H", "H", "H", "H", "H", "H", "H", "H", "H", "H", "H", "H", "H", "H", "H", "H", "H", "H", "H", "H", "H", "H", "H", "H", "H", "H", "H", "H", "H", "H", "H", "C", "N", "C", "C", "N", "C", "C", "C", "C", "C", "C", "N", "C", "N", "C", "C", "C", "C", "C", "C", "N", "H", "H", "H", "H", "H", "H", "H", "H", "H", "H", "H", "H", "H", "H", "H"], "xyz": [[-1.857, 0.137, -2.348], [2.829, 3.233, -3.559], [2.621, 2.302, -2.473], [3.619, 1.793, -1.768], [3.458, 1.012, -0.587], [2.233, 0.899, -0.150], [1.149, 1.345, -0.870], [0.731, 0.530, 0.378], [0.494, -0.976, 0.411], [0.350, -1.355, 1.695], [0.729, -2.538, 2.021], [1.235, -3.469, 1.026], [1.278, -3.110, -0.275], [1.811, -4.049, -1.244], [0.824, -1.809, -0.621], [0.776, -1.374, -2.282], [0.568, -2.970, 3.466], [1.921, -2.913, 4.174], [-0.304, -1.945, 4.194], [-0.033, -4.377, 3.668], [0.308, 1.314, 1.631], [1.286, 1.535, 2.518], [0.992, 1.972, 3.693], [-0.384, 2.108, 4.066], [-1.346, 1.902, 3.165], [-2.792, 2.057, 3.571], [-0.993, 1.550, 1.832], [-2.189, 1.478, 0.630], [2.168, 2.152, 4.669], [1.756, 2.570, 6.065], [2.859, 0.767, 4.702], [3.107, 3.196, 4.077], [1.223, 2.047, -2.019], [-0.130, 2.526, -2.888], [4.525, 0.301, 0.142], [4.044, -0.983, 0.860], [5.584, -0.159, -0.877], [5.100, 1.355, 1.141], [3.827, 3.241, -3.889], [2.457, 4.264, -3.438], [2.332, 2.893, -4.485], [4.628, 2.035, -2.112], [1.573, -4.402, 1.341], [2.072, -5.001, -0.759], [2.761, -3.650, -1.603], [1.200, -4.117, -2.161], [2.325, -1.915, 4.229], [2.614, -3.572, 3.736], [1.812, -3.328, 5.279], [0.217, -0.961, 4.229], [-0.453, -2.286, 5.221], [-1.310, -1.926, 3.800], [0.543, -5.092, 3.086], [-1.098, -4.384, 3.472], [0.091, -4.697, 4.747], [-0.577, 2.421, 5.088], [-2.848, 2.013, 4.652], [-3.421, 1.242, 3.202], [-3.109, 3.056, 3.274], [1.119, 1.851, 6.538], [1.375, 3.581, 6.101], [2.640, 2.489, 6.708], [2.056, 0.053, 4.873], [3.507, 0.642, 5.593], [3.511, 0.634, 3.779], [2.592, 4.205, 4.083], [3.267, 2.996, 2.974], [4.042, 3.234, 4.635], [3.695, -1.734, 0.145], [3.288, -0.685, 1.622], [4.902, -1.313, 1.434], [5.025, -0.779, -1.511], [6.337, -0.809, -0.439], [6.050, 0.608, -1.518], [4.522, 1.398, 2.049], [5.192, 2.349, 0.682], [6.133, 1.049, 1.374], [-5.254, 0.882, -2.129], [-3.984, 1.632, -2.146], [-3.866, 2.769, -3.140], [-3.200, 2.312, -4.395], [-2.539, 1.205, -4.595], [-2.138, 1.228, -5.901], [-1.315, 0.332, -6.597], [-1.000, 0.605, -7.890], [-1.428, 1.778, -8.561], [-2.145, 2.718, -7.864], [-2.452, 2.391, -6.520], [-3.126, 3.121, -5.483], [-5.028, -0.553, -1.688], [-3.932, -1.238, -1.769], [-4.256, -2.508, -1.363], [-3.475, -3.700, -1.413], [-4.079, -4.799, -0.904], [-5.347, -4.753, -0.273], [-6.157, -3.613, -0.288], [-5.560, -2.523, -0.949], [-6.058, -1.273, -1.190], [-5.733, 0.974, -3.123], [-5.986, 1.357, -1.450], [-3.799, 2.042, -1.260], [-3.238, 3.528, -2.656], [-4.915, 3.021, -3.414], [-1.037, -0.575, -6.137], [-0.442, -0.115, -8.485], [-1.326, 1.938, -9.640], [-2.444, 3.639, -8.361], [-3.485, 4.041, -5.510], [-2.465, -3.804, -1.750], [-3.524, -5.723, -0.806], [-5.704, -5.599, 0.319], [-7.086, -3.553, 0.298], [-6.914, -0.840, -0.830]], "gap_ev": [6.87, 7.70], "charge": 2, "lumo_energy_ev": [-5.232, -5.226], "spin_multiplicity": 8, "largest_force_ev_per_a": 3.0, "e_above_lowest_kj_mol": 125.2, "s2": 15.76}